(1)
73
Properties=species:S:1:pos:R:3 method="wB97M-V/def2-TZVPD" spin_multiplicity=1 charge=+2
Ti 0.763 -0.371 -0.738
C 1.328 -1.230 6.230
C 0.074 -0.917 5.727
C -0.078 -0.561 4.400
C 1.048 -0.489 3.580
C 2.308 -0.806 4.083
C 2.442 -1.177 5.410
P 0.927 -0.022 1.819
C -0.509 -1.087 1.308
C -1.867 -0.816 1.457
C -2.810 -1.697 0.947
C -2.413 -2.837 0.263
C -1.064 -3.138 0.123
C -0.110 -2.270 0.643
C 0.421 1.734 1.711
C 0.058 2.498 2.801
C -0.017 3.894 2.707
C 0.335 4.526 1.543
C 0.727 3.789 0.404
C 1.120 4.428 -0.794
C 1.508 3.698 -1.884
C 1.475 2.292 -1.841
C 1.111 1.619 -0.693
C 0.748 2.365 0.467
H 1.431 -1.515 7.265
H -0.792 -0.956 6.370
H -1.062 -0.343 4.009
H 3.178 -0.761 3.441
H 3.414 -1.428 5.805
H -2.189 0.069 1.988
H -3.862 -1.508 1.106
H -3.151 -3.520 -0.127
H -0.753 -4.060 -0.355
H 0.946 -2.581 0.673
H -0.144 2.023 3.749
H -0.309 4.468 3.574
H 0.335 5.603 1.486
H 1.123 5.508 -0.838
H 1.826 4.188 -2.791
H 1.740 1.748 -2.748
F 7.321 -1.508 -1.813
C 6.027 -1.422 -2.068
C 5.557 -1.545 -3.382
F 6.418 -1.717 -4.366
C 4.192 -1.480 -3.658
F 3.748 -1.630 -4.897
C 3.270 -1.244 -2.629
S 1.561 -1.092 -2.884
C 3.776 -1.126 -1.341
F 2.809 -0.919 -0.346
C 5.121 -1.211 -1.026
F 5.515 -1.086 0.236
C -1.670 -2.173 -3.217
N -2.503 -1.108 -2.706
C -3.866 -1.061 -3.216
C -4.790 -0.605 -2.096
C -4.330 0.774 -1.657
N -2.895 0.776 -1.406
C -2.396 1.904 -0.646
C -2.078 -0.191 -1.836
O -0.861 -0.237 -1.390
H -2.087 -3.141 -2.937
H -0.658 -2.092 -2.821
H -1.626 -2.112 -4.307
H -4.130 -2.057 -3.572
H -3.922 -0.373 -4.065
H -4.725 -1.307 -1.262
H -5.823 -0.569 -2.437
H -4.835 1.075 -0.735
H -4.560 1.515 -2.430
H -2.532 1.751 0.428
H -2.948 2.795 -0.945
H -1.338 2.059 -0.858


(2)
79
Properties=species:S:1:pos:R:3 method="wB97M-V/def2-TZVPD" spin_multiplicity=1 charge=-1
Y -0.648 -0.130 -0.264
C 1.001 -3.015 0.997
N 1.290 -2.332 -0.248
C 1.123 -3.175 -1.417
C -0.295 -3.112 -1.885
N -1.067 -2.073 -1.739
C -2.285 -2.411 -2.292
C -3.481 -1.704 -2.343
C -4.552 -2.327 -2.952
C -4.438 -3.594 -3.529
C -3.259 -4.315 -3.474
C -2.195 -3.715 -2.823
N -0.916 -4.139 -2.533
C 0.905 -2.038 2.120
N 0.660 -0.762 1.981
C 0.452 -0.277 3.265
C 0.057 0.976 3.721
C -0.167 1.121 5.073
C 0.005 0.070 5.970
C 0.403 -1.179 5.542
C 0.614 -1.333 4.184
N 0.937 -2.434 3.421
H 1.739 -3.806 1.241
H 0.010 -3.483 0.908
H 2.236 -1.961 -0.215
H 1.408 -4.225 -1.221
H 1.765 -2.788 -2.215
H -3.589 -0.723 -1.896
H -5.507 -1.824 -2.972
H -5.294 -4.030 -4.026
H -3.174 -5.300 -3.911
H -0.529 -5.045 -2.734
H -0.138 1.790 3.041
H -0.532 2.064 5.441
H -0.228 0.217 7.013
H 0.505 -2.013 6.221
H 0.989 -3.381 3.755
S -4.733 0.552 0.301
As -3.012 0.293 1.481
S -1.507 1.864 0.963
S -2.167 -1.742 1.106
S -3.546 0.446 3.507
O -1.464 0.803 -2.216
S -0.164 1.219 -2.752
O 0.807 0.113 -2.518
O 0.301 2.341 -1.496
C 1.499 2.885 -1.782
C 1.586 4.058 -2.528
C 2.822 4.564 -2.879
C 3.979 3.906 -2.489
C 3.901 2.749 -1.732
C 2.664 2.223 -1.375
P 2.399 0.636 -0.473
C 3.899 -0.159 -1.183
C 5.179 -0.064 -0.640
C 6.269 -0.566 -1.331
C 6.100 -1.163 -2.570
C 4.829 -1.277 -3.111
C 3.740 -0.771 -2.426
C 2.925 1.081 1.225
C 2.427 2.268 1.753
C 2.534 2.539 3.104
C 3.116 1.615 3.956
C 3.595 0.420 3.445
C 3.491 0.148 2.093
H 0.672 4.548 -2.821
H 2.881 5.463 -3.478
H 4.943 4.298 -2.777
H 4.807 2.235 -1.442
H 5.330 0.428 0.311
H 7.262 -0.467 -0.911
H 6.961 -1.523 -3.116
H 4.699 -1.743 -4.079
H 2.753 -0.804 -2.865
H 1.917 2.965 1.101
H 2.128 3.456 3.503
H 3.166 1.808 5.017
H 4.030 -0.315 4.108
H 3.829 -0.809 1.710


(3)
71
Properties=species:S:1:pos:R:3 method="wB97M-V/def2-TZVPD" spin_multiplicity=1 charge=+1
Au 1.657 -3.236 0.524
O -1.558 0.330 2.718
C -0.673 -0.580 2.357
O -0.369 -0.601 1.159
C -0.100 -1.468 3.385
C -0.464 -1.341 4.715
C 0.144 -2.188 5.636
C 1.073 -3.102 5.182
C 1.361 -3.166 3.815
N 0.785 -2.362 2.939
C 2.389 -4.196 3.316
O 2.950 -4.852 4.170
O 2.577 -4.282 2.048
H -1.194 -0.603 5.014
H -0.107 -2.125 6.686
H 1.596 -3.788 5.833
C -2.663 0.135 -0.552
C -1.751 -0.324 -1.703
C -1.180 -1.746 -1.552
Sb 0.922 -2.201 -1.572
C 1.171 -3.090 -3.469
C 2.398 -3.690 -3.741
C 2.654 -4.214 -4.998
C 1.684 -4.144 -5.989
C 0.460 -3.551 -5.722
C 0.202 -3.023 -4.464
C 1.988 -0.416 -1.974
C 3.201 -0.246 -1.308
C 4.038 0.813 -1.636
C 3.660 1.717 -2.618
C 2.455 1.552 -3.287
C 1.629 0.480 -2.978
Sb -1.829 1.302 1.002
C -0.175 2.544 0.795
C 1.128 2.054 0.759
C 2.178 2.958 0.772
C 1.930 4.324 0.804
C 0.629 4.804 0.828
C -0.434 3.914 0.838
C -3.407 2.468 1.723
C -3.690 2.525 3.085
C -4.740 3.317 3.527
C -5.494 4.049 2.620
C -5.209 3.993 1.263
C -4.166 3.199 0.811
H -3.108 -0.716 -0.032
H -3.488 0.748 -0.919
H -0.986 0.425 -1.910
H -2.398 -0.329 -2.582
H -1.604 -2.397 -2.317
H -1.491 -2.181 -0.602
H 3.159 -3.760 -2.970
H 3.607 -4.683 -5.203
H 1.883 -4.555 -6.970
H -0.298 -3.499 -6.493
H -0.761 -2.563 -4.277
H 3.498 -0.945 -0.533
H 4.989 0.925 -1.130
H 4.312 2.542 -2.874
H 2.170 2.246 -4.068
H 0.727 0.328 -3.558
H 1.329 0.994 0.713
H 3.194 2.590 0.752
H 2.759 5.019 0.815
H 0.439 5.868 0.855
H -1.448 4.290 0.888
H -3.103 1.960 3.796
H -4.970 3.363 4.583
H -6.310 4.665 2.972
H -5.798 4.563 0.557
H -3.956 3.159 -0.254


Calculated orbital gap, 0.255; 0.184; 0.294 Eh (same order as the records).
Calculated relative energy (zero: lowest compared OMol25 entry of this formula, charge and spin), 10.2; 72.9; 6.8 kcal per mole (same order as the records).
Calculated energy, -3585.0236; -6419.2701; -2284.6858 hartree (same order as the records).